Below is an isolated molecule of C25H30N4O4, with properties calculated with ωB97M-V/def2-TZVPD.

Cartesian coordinates (Å):
C1 2.75876 3.42062 0.54455
O1 2.51229 2.03356 0.37535
C2 3.45428 1.35941 -0.33755
O2 4.41567 1.93327 -0.80256
C3 3.15170 -0.05521 -0.45235
C4 2.13930 -0.77754 0.18233
N1 1.22436 -0.21653 1.07863
C5 1.09891 -0.58518 2.38694
O3 1.63093 -1.55884 2.87067
C6 0.20043 0.33877 3.21871
N2 -1.03418 0.81679 2.63814
C7 -0.99819 2.03964 1.86827
C8 -2.43732 2.56480 1.73848
N3 -3.26390 1.59562 1.05689
C9 -3.50308 1.73464 -0.30621
C10 -4.00271 2.96159 -0.75016
C11 -4.30116 3.20240 -2.07657
C12 -4.12509 2.19896 -3.00820
C13 -3.64365 0.96623 -2.59953
C14 -3.32234 0.71904 -1.27319
O4 -2.80245 -0.48277 -0.84845
C15 -2.64588 -1.52428 -1.77748
C16 -3.24230 0.32872 1.74763
C17 -1.81955 -0.19891 1.96492
C18 2.23879 -2.12628 -0.25018
C19 1.48017 -3.29676 -0.04282
C20 0.25958 -3.31205 0.81609
C21 1.90109 -4.44212 -0.68317
C22 3.02459 -4.47249 -1.51590
C23 3.75869 -3.33865 -1.76213
C24 3.35332 -2.16299 -1.13100
N4 3.88578 -0.91907 -1.24124
C25 5.00852 -0.60760 -2.08450
H1 2.85564 3.91117 -0.42609
H2 3.68005 3.57623 1.10922
H3 1.90492 3.81651 1.08891
H4 0.97724 0.73866 0.85964
H5 -0.04857 -0.22407 4.12629
H6 0.80258 1.20123 3.52142
H7 -0.38311 2.77488 2.39292
H8 -0.60296 1.90789 0.84300
H9 -2.43103 3.50876 1.19520
H10 -2.84404 2.72785 2.74256
H11 -4.17720 3.73826 -0.02106
H12 -4.68390 4.16672 -2.37474
H13 -4.35854 2.36265 -4.04894
H14 -3.50224 0.19584 -3.34094
H15 -1.92778 -1.26429 -2.56272
H16 -2.25871 -2.36861 -1.20768
H17 -3.59968 -1.80694 -2.23460
H18 -3.83573 -0.40094 1.20202
H19 -3.70219 0.49531 2.72983
H20 -1.84975 -1.09023 2.59449
H21 -1.39109 -0.46732 0.98776
H22 0.54733 -3.20936 1.86091
H23 -0.28468 -4.24555 0.69383
H24 -0.39634 -2.47982 0.56802
H25 1.34043 -5.35489 -0.54239
H26 3.30596 -5.40517 -1.98189
H27 4.61327 -3.35384 -2.41965
H28 4.76609 -0.82101 -3.12843
H29 5.87028 -1.21090 -1.79214
H30 5.25840 0.44418 -1.97915

**E_LUMO**: 0.011 Ha
**Energy**: -1490.64540 hartree
**SMILES**: COC(=O)c1c(NC(=O)CN2CCN(c3ccccc3OC)CC2)c2c(C)cccc2n1C
**Net charge**: 0
**ΔE to the lowest compared entry with this formula, charge and spin**: 172.1 kJ/mol
**HOMO energy**: -7.51 eV

Here are the Mulliken charges for atoms 1 to 6, given in e:
1 C -0.779
2 O -0.265
3 C 0.560
4 O -0.678
5 C -0.131
6 C 0.327